(1)
The following is a quantum chemistry calculation of a molecular structure, C36H55BrN5O2OsSSi3, from the Open Molecules 2025 dataset.

Element x y z (Å)
Os: 0.52868 -0.17297 0.27090
C: 2.27078 -0.29268 4.95962
Si: 2.47972 0.08586 3.14066
C: 3.06441 1.84130 2.91270
C: 3.86890 -1.01353 2.55607
C: 0.75873 -0.19178 2.31427
Si: -0.39670 1.29399 2.78232
C: 0.02078 2.64112 1.52228
C: -2.20881 0.82553 2.74349
C: -0.17138 1.98105 4.50041
Si: 0.05595 -1.87451 2.80095
C: 1.24714 -3.29568 2.68860
C: -0.84757 -1.89926 4.42940
C: -1.24615 -2.21540 1.45073
C: -2.13743 -3.27783 1.46853
C: -3.07691 -3.40868 0.45775
C: -3.12729 -2.46032 -0.55265
C: -2.21674 -1.42771 -0.54336
N: -1.30022 -1.31935 0.43204
H: 3.19694 -0.03812 5.48276
H: 2.09021 -1.35761 5.13248
H: 1.46372 0.26761 5.42666
H: 4.07356 1.90280 3.33084
H: 2.45230 2.58713 3.41612
H: 3.13463 2.11645 1.86033
H: 4.41884 -0.55901 1.73246
H: 3.56205 -2.01169 2.25065
H: 4.56262 -1.12297 3.39511
H: 0.78210 2.36531 0.78135
H: 0.42781 3.51164 2.04338
H: -0.86080 2.94490 0.95189
H: -2.43758 -0.11788 2.25328
H: -2.78240 1.58657 2.20947
H: -2.57655 0.76822 3.77066
H: 0.82834 2.33576 4.73969
H: -0.47209 1.25575 5.25902
H: -0.85707 2.83148 4.57580
H: 2.05359 -3.22508 3.42022
H: 1.69633 -3.37632 1.69629
H: 0.70308 -4.22352 2.88498
H: -0.36872 -1.25129 5.16474
H: -0.85356 -2.91196 4.83934
H: -1.88030 -1.56960 4.30984
H: -2.10216 -3.98992 2.28329
H: -3.77322 -4.23732 0.46233
H: -3.86064 -2.51643 -1.34396
H: -2.23302 -0.64542 -1.28982
N: 7.48036 -0.37862 -2.21671
C: 6.41050 -0.33401 -1.80197
C: 5.06689 -0.27760 -1.27802
C: 4.48264 0.95766 -1.00812
C: 3.19292 1.01180 -0.50869
C: 2.49023 -0.16729 -0.25089
C: 3.07276 -1.39908 -0.56396
C: 4.35785 -1.45888 -1.06639
H: 5.03487 1.86749 -1.20119
H: 2.74062 1.97930 -0.33132
H: 2.52272 -2.32241 -0.42418
H: 4.81626 -2.41022 -1.29992
C: -5.68278 6.73182 -1.60455
C: -5.03524 5.80551 -2.63062
C: -5.99134 4.74103 -3.16252
C: -6.29310 3.61259 -2.18024
N: -5.12535 2.80116 -1.84981
C: -4.27020 2.92521 -0.81687
S: -2.91082 1.91205 -0.72632
N: -4.51731 3.90246 0.06813
C: -3.86230 4.06817 1.36051
C: -3.61358 5.54300 1.68461
C: -2.24639 6.03836 1.21258
C: -2.01659 5.88303 -0.28792
H: -4.96594 7.45192 -1.20861
H: -6.10359 6.19256 -0.75005
H: -6.50315 7.29349 -2.05460
H: -4.14880 5.32437 -2.20737
H: -4.67817 6.40719 -3.46832
H: -5.58363 4.29400 -4.07283
H: -6.94082 5.20894 -3.43931
H: -7.02994 2.93836 -2.61702
H: -6.74624 3.99233 -1.26330
H: -4.81805 2.13279 -2.53803
H: -5.32313 4.48575 -0.08867
H: -2.91780 3.52977 1.30394
H: -4.46871 3.59041 2.13424
H: -3.70130 5.68539 2.76318
H: -4.40120 6.15518 1.23115
H: -1.47063 5.49107 1.75881
H: -2.13687 7.08872 1.49178
H: -2.04260 4.83478 -0.59712
H: -1.04640 6.28832 -0.57758
H: -2.78153 6.41793 -0.85572
Br: 0.57346 -1.96993 -7.29964
C: 0.26372 -0.62509 -6.02148
C: -0.06388 0.66133 -6.43376
N: -0.31014 1.65578 -5.58362
C: -0.22152 1.39602 -4.28337
C: 0.11229 0.14008 -3.78815
C: 0.35748 -0.90056 -4.67510
C: 0.21766 -0.08680 -2.33943
O: 0.11170 0.91135 -1.53023
O: 0.40713 -1.22603 -1.85059
H: -0.12973 0.89315 -7.48996
H: -0.43493 2.20901 -3.60003
H: 0.61242 -1.88695 -4.31195

## Properties
Energy ... -5760.25305 Ha
Charge ... +1
Energy above the lowest of the compared OMol25 structures with the same formula, charge and spin ... 0.00 kJ/mol
⟨S²⟩ ... 6.02
E_HOMO (spin up / spin down) ... -10.648 / -10.645 eV
Spin multiplicity ... 5
Orbital gap (spin up / spin down) ... 8.024 / 5.774 eV

=====

(2)
The following is a quantum chemistry calculation of a molecular structure, C36H55BrN5O2ReSi, from the Open Molecules 2025 dataset.

Element x y z (Å)
Re: -0.16065 0.50849 -0.02162
O: 0.63173 -1.49356 5.10904
C: 1.84145 -1.23021 4.60716
C: 2.93499 -1.53030 5.42464
C: 4.21466 -1.30248 4.98150
C: 4.46102 -0.76771 3.70539
C: 3.40211 -0.46447 2.89720
C: 2.06829 -0.68022 3.32430
C: 0.98795 -0.32900 2.44984
O: 1.27669 0.24038 1.28159
N: -0.27880 -0.49083 2.80208
N: -1.06774 -0.05652 1.78660
C: -2.35078 -0.03390 1.87346
C: -3.02858 0.47536 0.68856
C: -4.40231 0.53133 0.55040
C: -4.94166 0.99864 -0.64171
C: -4.09011 1.40998 -1.65467
C: -2.72318 1.36382 -1.44504
N: -2.19425 0.89971 -0.30412
H: -0.05738 -1.24538 4.46934
H: 2.73972 -1.94709 6.40289
H: 5.04723 -1.54255 5.62971
H: 5.47511 -0.60787 3.36913
H: 3.56936 -0.06520 1.90624
H: -2.87657 -0.38126 2.75589
H: -5.03693 0.19497 1.35901
H: -6.01414 1.03647 -0.77762
H: -4.47082 1.77187 -2.59913
H: -2.02177 1.68093 -2.20719
C: 1.62714 -5.25111 1.06971
C: 0.13663 -5.46363 0.76410
C: -0.18563 -6.97411 0.92531
C: -0.66302 -4.65503 1.80236
Si: -0.33049 -5.10438 -1.01702
Br: -0.51582 -1.86000 -0.69398
C: 1.01424 -5.07228 -2.32342
C: 2.19703 -4.14636 -1.98630
C: 0.51850 -4.69162 -3.72643
C: 1.50875 -6.54474 -2.35313
C: -2.12328 -5.28587 -1.53798
C: -3.11924 -5.24401 -0.36987
C: -2.60998 -4.26650 -2.58285
C: -2.14416 -6.70875 -2.16294
H: 1.80413 -5.56231 2.10191
H: 1.91793 -4.20238 0.98746
H: 2.28638 -5.84717 0.44103
H: 0.07541 -7.26243 1.94672
H: 0.40252 -7.60525 0.25560
H: -1.23973 -7.21021 0.78415
H: -0.28127 -4.91995 2.79146
H: -1.72670 -4.87817 1.79630
H: -0.53123 -3.57908 1.67663
H: 1.88400 -3.10930 -1.86203
H: 2.89348 -4.18137 -2.82730
H: 2.74598 -4.45242 -1.09975
H: 0.15253 -3.66492 -3.76908
H: -0.25575 -5.35669 -4.10464
H: 1.36492 -4.76741 -4.41266
H: 1.93806 -6.87349 -1.40675
H: 2.29777 -6.61481 -3.10611
H: 0.72825 -7.25085 -2.64236
H: -3.13808 -4.26557 0.11288
H: -2.93365 -6.00318 0.38793
H: -4.11705 -5.43385 -0.77220
H: -2.58911 -3.24628 -2.19833
H: -3.64931 -4.50908 -2.81759
H: -2.05451 -4.29654 -3.51500
H: -1.84252 -7.49055 -1.46260
H: -1.52819 -6.79025 -3.05777
H: -3.17362 -6.92633 -2.45860
C: 1.11334 0.50734 -1.73583
C: 1.71535 1.84977 -1.57941
C: 2.83093 2.04031 -0.74518
C: 3.34878 3.30821 -0.53834
C: 2.77554 4.41599 -1.16487
C: 1.68774 4.24053 -2.01345
C: 1.16287 2.97040 -2.21599
H: 1.81961 -0.31898 -1.67674
H: 0.48451 0.39233 -2.62326
H: 3.28690 1.18176 -0.26902
H: 4.22487 3.43560 0.08503
H: 3.21201 5.39813 -1.03598
H: 1.27850 5.08660 -2.55158
H: 0.34108 2.83075 -2.91090
N: -0.30790 5.21939 2.15536
C: -0.67089 5.06713 0.70358
C: -1.02800 3.62108 0.40442
N: 0.05894 2.68139 0.75082
C: 0.41590 2.84781 2.18383
C: 0.80700 4.27481 2.51995
H: -1.12470 5.03570 2.74407
H: -0.03058 6.18504 2.34896
H: 0.20797 5.37644 0.13643
H: -1.49542 5.74326 0.48519
H: -1.23957 3.54725 -0.66032
H: -1.92814 3.32106 0.94748
H: 0.88697 2.94219 0.20669
H: 1.27072 2.21746 2.41350
H: -0.42647 2.51513 2.79586
H: 1.67650 4.59532 1.94415
H: 1.01799 4.39278 3.58124

## Properties
Energy ... -4769.96026 Ha
Charge ... +3
Energy above the lowest of the compared OMol25 structures with the same formula, charge and spin ... 1.58 kJ/mol
⟨S²⟩ ... 1.25
E_HOMO (spin up / spin down) ... -15.141 / -15.139 eV
Spin multiplicity ... 2
Orbital gap (spin up / spin down) ... 6.143 / 5.622 eV

=====

(3)
The following is a quantum chemistry calculation of a molecular structure, C36H55N3OSZr, from the Open Molecules 2025 dataset.

Element x y z (Å)
Zr: -0.19182 -0.45657 0.39842
C: 1.34514 -1.10398 4.41959
C: 0.53252 -0.10053 3.60965
C: -0.83223 -0.68042 3.21951
C: 1.21372 0.35963 2.32994
C: 2.18000 -0.40622 1.65373
C: 2.74298 0.02814 0.45446
C: 2.43027 1.28302 -0.09111
C: 3.14271 1.79760 -1.29628
C: 1.47992 2.05773 0.59493
C: 0.86664 1.60327 1.76281
H: 0.83652 -1.31402 5.35930
H: 2.33379 -0.71592 4.66198
H: 1.46044 -2.05716 3.89556
H: 0.36778 0.79093 4.22024
H: -0.72376 -1.64700 2.69481
H: -1.44566 0.02779 2.62826
H: -1.44234 -0.90358 4.09747
H: 2.49670 -1.35144 2.07584
H: 3.48493 -0.58999 -0.03858
H: 4.17265 2.04092 -1.01695
H: 2.69309 2.70680 -1.69009
H: 3.20457 1.04400 -2.08318
H: 1.27341 3.06093 0.24204
H: 0.15256 2.23942 2.27784
C: -4.69679 5.29546 -0.20464
C: -5.13205 3.83630 -0.07859
C: -5.91066 3.64406 1.23619
C: -6.03467 3.46609 -1.27622
C: -3.96072 2.89135 -0.09215
C: -2.63654 3.29837 -0.30379
C: -1.61547 2.38323 -0.26112
N: -1.78416 1.05392 -0.04457
C: -3.08151 0.63398 0.06407
C: -4.14346 1.50952 0.08240
C: -3.26473 -0.82305 0.18381
C: -4.49215 -1.43262 0.05404
C: -4.64673 -2.81749 0.21321
C: -3.47472 -3.52527 0.51872
C: -2.27205 -2.87206 0.60140
N: -2.12388 -1.53594 0.41528
C: -6.00316 -3.46465 0.10601
C: -6.72992 -2.96748 -1.15471
C: -5.90852 -4.98981 0.07200
C: -6.79353 -3.02635 1.36158
H: -5.57799 5.93269 -0.15926
H: -4.20756 5.49975 -1.15856
H: -4.03906 5.59876 0.61200
H: -6.75936 4.32621 1.24021
H: -5.29212 3.87779 2.10331
H: -6.31042 2.63568 1.34808
H: -6.88586 4.14548 -1.29117
H: -6.42689 2.45106 -1.20053
H: -5.50619 3.57236 -2.22408
H: -2.39689 4.33674 -0.48222
H: -0.60275 2.71622 -0.41753
H: -5.14173 1.12991 0.23536
H: -5.36050 -0.83554 -0.17752
H: -3.50074 -4.59293 0.67989
H: -1.37769 -3.42722 0.84175
H: -6.16937 -3.20117 -2.06081
H: -6.93942 -1.89767 -1.13173
H: -7.69234 -3.47212 -1.22324
H: -5.30385 -5.34098 -0.76611
H: -6.90657 -5.40526 -0.05348
H: -5.51396 -5.40174 1.00179
H: -6.92349 -1.94403 1.40642
H: -6.30956 -3.36227 2.27920
H: -7.78412 -3.47800 1.32083
O: 0.64604 -2.29087 0.14990
C: 0.98820 -3.52696 0.00574
C: 1.18814 -4.41286 1.18779
C: 2.69434 -4.82673 1.12455
C: 3.65525 -3.80615 0.46388
C: 3.77600 -3.85062 -1.07295
C: 2.55451 -3.31239 -1.82274
N: 1.38280 -3.97037 -1.17100
H: 0.54939 -5.29922 1.15675
H: 0.94612 -3.85382 2.09336
H: 2.78298 -5.78194 0.60375
H: 3.01649 -5.02044 2.14692
H: 4.65086 -3.99783 0.86338
H: 3.40720 -2.78699 0.79053
H: 3.96441 -4.88100 -1.38617
H: 4.65215 -3.28153 -1.39098
H: 2.56280 -3.56395 -2.88036
H: 2.43220 -2.23399 -1.71360
H: 1.51814 -4.97903 -1.17874
C: -0.79009 -1.49166 -2.92132
S: 0.39087 -0.31717 -2.19883
C: -0.11103 1.21658 -3.01976
H: -0.59852 -1.53085 -3.99310
H: -1.81399 -1.17145 -2.73624
H: -0.60209 -2.47283 -2.48893
H: -1.16304 1.42736 -2.84050
H: 0.07356 1.08367 -4.08525
H: 0.51936 2.02552 -2.65580

## Properties
Energy ... -2088.25913 Ha
Charge ... +4
E_HOMO ... -20.146 eV
Orbital gap ... 7.392 eV

=====

(4)
The following is a quantum chemistry calculation of a molecular structure, C36H57N10O15 at a distorted geometry, from the Open Molecules 2025 dataset.

Element x y z (Å)
N: -0.10289 -0.49377 -0.44125
O: 1.03211 -0.70577 0.09675
O: -0.14989 -0.91477 -1.61125
O: -0.79089 0.51423 -0.24525
C: -5.59789 -0.49077 -1.63825
C: -6.43589 0.74023 -2.19225
C: -5.69389 1.75323 -3.11725
C: -4.20789 1.65523 -3.36025
C: -3.44489 0.34623 -2.79425
C: -4.23689 -0.64277 -2.05325
N: -3.48189 2.54523 -4.33225
O: -4.19789 3.39323 -4.92325
O: -2.26689 2.31123 -4.59725
H: -5.99989 -1.29277 -1.07825
H: -7.56789 0.71923 -2.03525
H: -6.28289 2.58123 -3.65725
H: -2.42989 0.21523 -3.04325
H: -3.67489 -1.42877 -1.84425
C: 3.09511 -2.64477 -2.52125
C: 3.90111 -2.12577 -3.57525
C: 4.72611 -3.20377 -4.38925
C: 4.88111 -4.53677 -3.78725
C: 4.09911 -4.86677 -2.49125
C: 3.01711 -3.94877 -2.06725
N: 5.75311 -5.49377 -4.48825
O: 6.18011 -5.31377 -5.67425
O: 6.01311 -6.55677 -3.95125
H: 2.52611 -1.85177 -2.08125
H: 3.81011 -1.24277 -4.17425
H: 5.23011 -2.98077 -5.37425
H: 4.06711 -5.94977 -1.97725
H: 2.46611 -4.22177 -1.15925
C: 4.69211 -1.75377 3.59375
C: 4.63611 -2.95377 4.51675
C: 3.65911 -4.07677 4.29175
C: 2.91211 -4.10977 2.87275
C: 2.97911 -2.89977 1.91675
C: 3.82511 -1.64077 2.49275
N: 1.98711 -5.24077 2.69175
O: 1.39211 -5.35877 1.56775
O: 1.70611 -5.82177 3.66975
H: 5.48611 -0.95977 3.75975
H: 5.42411 -2.94577 5.38975
H: 3.48911 -4.86577 4.83475
H: 2.54111 -2.68777 1.07275
H: 3.84311 -0.88777 1.84175
C: -5.02889 1.98523 0.76175
O: -5.90789 2.86423 0.85975
N: -4.89689 0.96123 1.70275
C: -3.89489 -0.08477 1.56375
C: -5.95389 0.62423 2.70475
H: -4.21389 2.28923 -0.27825
H: -2.80289 0.42723 1.38575
H: -4.10989 -0.72077 0.80975
H: -3.80189 -0.75077 2.45775
H: -6.31989 1.50323 3.13775
H: -5.60789 0.03423 3.56475
H: -6.81989 0.12323 2.38375
C: -3.09789 5.85423 -0.07425
O: -3.99589 6.53923 -0.59725
N: -2.37189 5.04023 -0.72725
C: -1.36589 4.15823 -0.14825
C: -2.55789 4.83223 -2.17725
H: -2.78289 5.91023 0.95475
H: -1.29389 3.97923 0.85675
H: -0.33189 4.01323 -0.70225
H: -1.81789 3.09823 -0.16325
H: -2.84189 5.73223 -2.67425
H: -3.50489 4.18323 -2.22725
H: -1.72589 4.42123 -2.68825
C: -1.84189 -2.73477 4.69975
O: -2.82689 -3.26577 5.11975
N: -1.38989 -2.95177 3.43675
C: -0.17089 -2.33077 2.97975
C: -2.04389 -3.76977 2.43875
H: -1.40289 -1.95077 5.20575
H: -0.10589 -1.17377 3.30675
H: 0.06011 -2.51677 2.02275
H: 0.58011 -2.63477 3.69575
H: -2.84789 -3.27077 1.93375
H: -2.52989 -4.63677 2.76775
H: -1.18089 -4.24377 1.84675
C: 3.82811 0.93923 -0.88725
O: 4.76911 0.39623 -1.50625
N: 4.04711 1.67423 0.19475
C: 2.89111 2.39223 0.87575
C: 5.37211 2.07723 0.62375
H: 2.80411 0.49023 -1.06725
H: 2.90611 2.08323 1.82075
H: 1.87111 2.32323 0.47075
H: 2.98211 3.56023 0.80075
H: 5.80911 2.94323 0.30475
H: 6.14111 1.36923 0.75375
H: 5.38311 2.47823 1.66275
C: 0.10511 3.31123 4.08175
O: -0.15589 4.34523 3.32475
N: -0.51989 2.16123 4.20675
C: -0.36589 1.17223 5.42675
C: -1.55089 1.77923 3.15275
H: 0.83511 3.27623 4.84475
H: -0.47789 1.75323 6.36475
H: 0.67611 0.85923 5.20075
H: -1.23889 0.51223 5.64775
H: -2.55489 1.22423 3.55075
H: -0.92589 0.95023 2.58375
H: -1.96489 2.50723 2.45575
C: 0.81711 -0.19577 -4.85525
O: 1.03511 -1.13477 -5.62225
N: 1.50511 0.91123 -4.88325
C: 1.27311 1.89623 -3.88725
C: 2.54411 1.21023 -5.88525
H: -0.15389 -0.41877 -4.14225
H: 1.44611 2.80423 -4.22025
H: 2.01411 1.64223 -3.42325
H: 0.12511 1.78623 -3.49425
H: 2.60011 0.35823 -6.70025
H: 3.55411 1.08623 -5.34625
H: 2.51511 2.27423 -6.50125

## Properties
Energy ... -3081.08102 Ha
Charge ... -1
Energy above the lowest of the compared OMol25 structures with the same formula, charge and spin ... 67.16 kJ/mol
E_HOMO ... -6.423 eV
Orbital gap ... 6.949 eV